Record 1
DFT (the ωB97M-V functional and the def2-TZVPD basis) results for a molecular structure, C3H7N2OS in a non-equilibrium geometry.

## Properties
LUMO energy ... -0.1902 Eh
HOMO-LUMO gap ... 8.296 eV
Energy above the lowest of the compared OMol25 structures with the same formula, charge and spin ... 70.8 kcal/mol

```
! wB97M-V def2-TZVPD RIJCOSX def2/J DEFGRID3
* xyz 1 1
C -1.724 0.010 1.109
C 0.382 0.458 0.080
C -2.153 -0.337 2.459
N -0.515 -0.135 0.741
N 2.613 -0.040 -2.787
O 1.083 1.394 0.151
S 1.132 -0.722 -1.727
H -2.463 0.442 0.431
H -2.591 0.564 2.904
H -2.959 -1.073 2.449
H -1.327 -0.686 3.073
H 3.351 -0.743 -2.690
H 2.913 0.876 -2.449
H 2.257 -0.009 -3.745
*
```

Mulliken population analysis, charges in e, atoms 1 to 8: number 1, C, carries 0.1781; number 2, C, carries 0.5792; number 3, C, carries -0.9673; number 4, N, carries -0.2219; number 5, N, carries -0.5532; number 6, O, carries -0.3560; number 7, S, carries -0.1233; number 8, H, carries 0.3909

Record 2
DFT (the ωB97M-V functional and the def2-TZVPD basis) results for a molecular structure, C34H54B2N2O5P2Zn.

## Properties
LUMO energy ... -0.0172 Eh
HOMO-LUMO gap ... 7.415 eV
Energy above the lowest of the compared OMol25 structures with the same formula, charge and spin ... 40.0 kcal/mol

```
! wB97M-V def2-TZVPD RIJCOSX def2/J DEFGRID3
* xyz 0 1
Zn 0.247 -1.292 -0.601
C 1.274 0.787 3.174
P 0.879 1.157 1.408
C -0.038 2.757 1.699
N 0.552 3.720 2.367
C -0.120 4.870 2.594
C 0.523 5.957 3.227
C -0.172 7.109 3.463
C -1.530 7.224 3.093
C -2.175 6.185 2.486
C -1.475 4.988 2.214
N -2.103 3.966 1.595
C -1.414 2.893 1.286
P -2.304 1.480 0.463
C -3.634 1.350 1.746
C -3.237 2.235 -1.016
C -4.424 1.301 -1.273
C -3.772 3.661 -0.920
C -2.241 2.146 -2.176
C 2.570 1.700 0.730
C 3.487 2.507 1.652
C 2.269 2.499 -0.544
C 3.294 0.396 0.380
H 1.650 1.670 3.688
H 2.009 -0.018 3.209
H 0.366 0.434 3.665
H 1.565 5.856 3.501
H 0.318 7.950 3.937
H -2.058 8.147 3.291
H -3.213 6.252 2.186
H -4.083 2.322 1.948
H -3.179 0.963 2.660
H -4.394 0.640 1.420
H -5.246 1.522 -0.591
H -4.142 0.256 -1.139
H -4.787 1.427 -2.296
H -4.400 3.804 -0.042
H -4.378 3.859 -1.811
H -2.971 4.394 -0.890
H -1.910 1.119 -2.338
H -1.351 2.748 -1.971
H -2.694 2.515 -3.100
H 2.994 3.389 2.038
H 4.366 2.824 1.081
H 3.835 1.904 2.493
H 1.944 3.512 -0.297
H 1.473 2.026 -1.123
H 3.157 2.569 -1.179
H 3.459 -0.208 1.276
H 4.270 0.622 -0.058
H 2.730 -0.202 -0.336
O 0.489 0.778 -3.169
B 0.917 -0.246 -2.308
O 2.262 -0.534 -2.627
C 2.642 0.325 -3.617
C 3.865 0.475 -4.232
C 3.964 1.463 -5.208
C 2.878 2.267 -5.537
C 1.647 2.117 -4.904
C 1.554 1.130 -3.948
H 4.712 -0.142 -3.961
H 4.907 1.608 -5.719
H 2.992 3.028 -6.298
H 0.805 2.753 -5.143
C 2.887 -4.956 1.739
C 1.505 -4.975 1.087
C 1.386 -6.236 0.238
O 1.427 -3.831 0.222
B 0.525 -2.899 0.715
O -0.084 -3.392 1.848
C 0.318 -4.748 2.097
C 0.696 -4.878 3.568
C -0.898 -5.637 1.831
H 3.638 -4.957 0.948
H 3.039 -5.833 2.369
H 3.033 -4.055 2.333
H 2.283 -6.342 -0.373
H 0.530 -6.181 -0.433
H 1.293 -7.120 0.869
H 1.492 -4.187 3.837
H 1.013 -5.897 3.790
H -0.177 -4.641 4.176
H -1.217 -5.575 0.790
H -1.721 -5.295 2.459
H -0.682 -6.678 2.074
C -3.037 -2.604 0.052
C -2.899 -2.609 -1.460
O -1.539 -2.659 -1.881
C -1.158 -3.899 -2.457
C 0.233 -3.777 -3.044
H -4.089 -2.677 0.334
H -2.616 -1.685 0.461
H -2.494 -3.440 0.493
H -3.317 -1.697 -1.886
H -3.448 -3.453 -1.891
H -1.877 -4.162 -3.242
H -1.182 -4.692 -1.697
H 0.258 -2.977 -3.783
H 0.509 -4.717 -3.524
H 0.955 -3.558 -2.258
*
```

Mulliken population analysis, charges in e, atoms 1 to 8: number 1, Zn, carries 0.8763; number 2, C, carries -1.7869; number 3, P, carries 0.5211; number 4, C, carries -0.6808; number 5, N, carries -0.0003; number 6, C, carries 0.1684; number 7, C, carries -0.4723; number 8, C, carries -0.5458

Record 3
DFT (the ωB97M-V functional and the def2-TZVPD basis) results for 2 unconnected molecules or ions with the total composition C4H12NO3 in a non-equilibrium geometry.

## Properties
LUMO energy ... 0.1488 Eh
HOMO-LUMO gap ... 8.199 eV
Energy above the lowest of the compared OMol25 structures with the same formula, charge and spin ... 49.2 kcal/mol

```
! wB97M-V def2-TZVPD RIJCOSX def2/J DEFGRID3
* xyz -1 1
C 0.666 0.614 0.356
C 0.258 -0.821 1.170
C 1.502 -1.514 2.023
O -0.148 -1.721 0.187
N -0.611 1.360 0.289
C -1.670 0.780 -0.537
O -1.368 -0.157 -1.402
H 1.242 0.331 -0.579
H 1.347 1.062 1.050
H -0.438 -0.332 1.882
H 2.170 -0.913 2.554
H 0.922 -2.165 2.585
H 2.221 -1.919 1.400
H -0.963 -1.283 -0.572
H -0.237 2.247 -0.100
H -2.272 1.643 -0.983
H -2.500 0.562 0.161
H 0.532 0.364 -3.495
H -0.665 0.683 -2.676
O 0.012 1.178 -3.312
*
```

Mulliken population analysis, charges in e, atoms 1 to 8: number 1, C, carries -0.6384; number 2, C, carries 0.3153; number 3, C, carries -1.5479; number 4, O, carries -0.6890; number 5, N, carries -0.4104; number 6, C, carries -0.4784; number 7, O, carries -0.8952; number 8, H, carries 0.1755

Record 4
DFT (the ωB97M-V functional and the def2-TZVPD basis) results for 14 unconnected molecules or ions with the total composition C70H91F7O21 in a non-equilibrium geometry.

## Properties
LUMO energy ... 0.0166 Eh
HOMO-LUMO gap ... 9.290 eV
Energy above the lowest of the compared OMol25 structures with the same formula, charge and spin ... 49.0 kcal/mol

```
! wB97M-V def2-TZVPD RIJCOSX def2/J DEFGRID3
* xyz 0 1
F -6.057 4.575 0.352
C -6.042 3.225 0.533
C -7.038 2.686 1.329
C -7.132 1.326 1.568
C -6.138 0.522 1.002
C -5.101 0.988 0.179
C -5.074 2.351 -0.022
H -7.717 3.381 1.801
H -7.956 0.838 2.068
H -6.214 -0.540 1.180
H -4.277 0.349 -0.102
H -4.299 2.837 -0.596
F -3.513 -0.722 3.790
C -4.800 -0.800 4.113
C -5.376 0.433 4.543
C -6.666 0.334 5.143
C -7.463 -0.815 5.020
C -6.902 -1.933 4.427
C -5.578 -1.875 3.971
H -4.775 1.312 4.719
H -7.209 1.196 5.500
H -8.527 -0.792 5.201
H -7.526 -2.772 4.155
H -5.172 -2.759 3.502
F 2.419 -4.627 0.190
C 3.659 -4.543 0.709
C 4.454 -3.402 0.531
C 5.615 -3.247 1.223
C 6.078 -4.320 1.974
C 5.341 -5.474 2.145
C 4.098 -5.619 1.484
H 4.105 -2.502 0.048
H 6.172 -2.322 1.231
H 6.985 -4.202 2.550
H 5.677 -6.199 2.872
H 3.472 -6.494 1.579
F 1.448 1.720 -0.407
C 0.770 0.670 -0.016
C -0.508 0.777 0.515
C -1.254 -0.351 0.814
C -0.717 -1.633 0.555
C 0.564 -1.707 -0.040
C 1.314 -0.552 -0.367
H -0.924 1.764 0.657
H -2.286 -0.420 1.124
H -1.288 -2.538 0.705
H 0.981 -2.651 -0.360
H 2.154 -0.615 -1.043
F -1.053 -4.078 6.746
C -0.370 -4.312 5.593
C 0.633 -5.259 5.541
C 1.223 -5.599 4.364
C 0.813 -4.932 3.226
C -0.258 -4.014 3.244
C -0.787 -3.620 4.472
H 0.766 -5.805 6.463
H 2.033 -6.313 4.329
H 1.280 -5.169 2.282
H -0.618 -3.563 2.331
H -1.426 -2.766 4.644
F 0.296 0.923 6.309
C 1.023 0.580 5.257
C 0.883 -0.732 4.677
C 1.545 -1.032 3.463
C 2.458 -0.145 2.970
C 2.792 1.052 3.639
C 1.986 1.440 4.743
H 0.149 -1.395 5.110
H 1.261 -1.926 2.928
H 2.978 -0.449 2.074
H 3.519 1.753 3.256
H 1.932 2.443 5.140
F -3.743 6.580 2.872
C -3.196 5.451 3.222
C -2.340 5.412 4.323
C -1.753 4.181 4.721
C -2.070 3.023 4.021
C -2.817 3.038 2.895
C -3.354 4.269 2.526
H -2.014 6.298 4.846
H -1.019 4.089 5.508
H -1.669 2.058 4.294
H -3.004 2.092 2.408
H -4.056 4.356 1.710
C 4.801 2.163 -2.217
C 6.013 1.245 -2.034
O 6.480 1.358 -0.714
C 5.903 0.639 0.249
O 4.931 -0.112 0.150
O 6.452 0.860 1.467
C 7.447 1.828 1.743
H 4.035 1.928 -1.478
H 4.450 1.910 -3.218
H 5.095 3.212 -2.177
H 6.873 1.540 -2.636
H 5.739 0.211 -2.241
H 7.137 2.872 1.722
H 8.276 1.874 1.038
H 7.903 1.695 2.724
C -5.488 3.468 -3.969
C -4.360 4.461 -4.077
O -3.374 4.023 -5.052
C -2.271 3.308 -4.781
O -1.724 2.675 -5.679
O -1.903 3.395 -3.480
C -0.645 2.775 -3.169
H -6.281 3.996 -3.438
H -5.249 2.506 -3.516
H -5.885 3.344 -4.977
H -3.896 4.716 -3.124
H -4.790 5.429 -4.333
H 0.197 3.068 -3.795
H -0.831 1.701 -3.197
H -0.357 2.983 -2.139
C 4.906 -2.268 -3.080
C 4.865 -1.955 -4.523
O 5.211 -0.577 -4.726
C 6.461 -0.247 -5.009
O 7.400 -1.022 -5.072
O 6.557 1.101 -5.232
C 7.742 1.660 -5.720
H 4.505 -3.271 -2.938
H 4.359 -1.551 -2.467
H 5.898 -2.411 -2.652
H 3.843 -2.087 -4.877
H 5.552 -2.621 -5.045
H 8.316 1.943 -4.838
H 7.395 2.491 -6.334
H 8.388 0.976 -6.269
C -2.918 -0.214 -3.370
C -3.007 -1.729 -3.541
O -2.103 -2.453 -2.669
C -0.989 -2.811 -3.146
O -0.600 -2.527 -4.312
O -0.378 -3.663 -2.361
C 0.847 -4.325 -2.735
H -3.907 0.243 -3.338
H -2.387 0.205 -4.225
H -2.431 0.033 -2.427
H -3.028 -2.155 -4.544
H -3.977 -1.949 -3.096
H 0.900 -5.248 -2.157
H 1.667 -3.615 -2.627
H 0.880 -4.545 -3.802
C 1.635 4.758 2.387
C 0.707 4.275 1.185
O 0.098 5.459 0.680
C -1.041 5.325 -0.051
O -1.496 4.264 -0.445
O -1.683 6.520 -0.089
C -1.116 7.793 0.389
H 1.017 4.995 3.253
H 2.171 5.660 2.091
H 2.384 4.090 2.811
H 0.073 3.510 1.634
H 1.359 3.941 0.378
H -1.226 7.745 1.473
H -1.705 8.616 -0.015
H -0.044 7.905 0.229
C -1.577 -8.124 3.891
C -2.381 -6.872 3.566
O -2.730 -6.797 2.160
C -3.213 -5.632 1.723
O -3.408 -4.623 2.449
O -3.448 -5.764 0.505
C -3.962 -4.714 -0.272
H -0.645 -8.120 3.327
H -1.987 -9.115 3.694
H -1.307 -8.182 4.946
H -1.920 -5.951 3.922
H -3.329 -6.894 4.103
H -4.989 -4.410 -0.066
H -4.036 -5.023 -1.315
H -3.270 -3.872 -0.279
C 1.547 0.284 -4.452
C 2.356 1.462 -4.976
O 1.802 1.910 -6.180
C 2.211 2.999 -6.866
O 3.180 3.711 -6.551
O 1.439 3.174 -7.984
C 0.314 2.363 -8.312
H 2.204 -0.130 -3.688
H 1.341 -0.505 -5.176
H 0.620 0.613 -3.982
H 3.404 1.205 -5.133
H 2.338 2.261 -4.234
H 0.367 1.276 -8.371
H 0.077 2.697 -9.322
H -0.576 2.654 -7.754
*
```

Mulliken population analysis, charges in e, atoms 1 to 8: number 1, F, carries -0.3835; number 2, C, carries -0.4093; number 3, C, carries -0.1514; number 4, C, carries -1.0066; number 5, C, carries -0.1192; number 6, C, carries -0.7266; number 7, C, carries 0.0256; number 8, H, carries 0.4438